{
  "formula": "C34H42N3O18",
  "method": "ωB97M-V with the def2-TZVPD basis set",
  "orbital_gap_ev": 4.530,
  "e_tot_ev": -77260.4560,
  "charge": -1,
  "multiplicity": 1,
  "species": ["C", "C", "O", "C", "O", "C", "C", "C", "N", "C", "C", "N", "C", "N", "C", "C", "C", "C", "O", "O", "C", "C", "C", "O", "O", "H", "H", "H", "H", "H", "H", "H", "H", "H", "H", "H", "H", "H", "H", "H", "H", "H", "H", "H", "H", "H", "H", "H", "H", "H", "H", "H", "H", "H", "H", "C", "C", "C", "O", "C", "C", "C", "O", "O", "O", "H", "H", "H", "H", "C", "C", "C", "O", "C", "C", "C", "O", "O", "O", "H", "H", "H", "H", "C", "C", "C", "O", "C", "C", "C", "O", "O", "O", "H", "H", "H", "H"],
  "xyz": [[3.3661, -3.6480, 0.8509], [3.8416, -4.3920, -0.5179], [5.0185, -3.7236, -1.0520], [4.7367, -3.1293, -2.3241], [5.3872, -3.4009, -3.3530], [3.4839, -2.1015, -2.4018], [3.8328, -0.7567, -3.1964], [2.5009, 0.1021, -3.5859], [1.2539, -0.5944, -3.1794], [0.2152, -0.6056, -4.2406], [0.5764, -1.8518, -5.2280], [-0.6622, -2.4230, -5.8891], [0.7312, -0.1369, -1.8596], [1.8370, 0.2344, -0.9310], [-0.3584, 1.0462, -1.9368], [-0.3984, 2.0306, -0.6773], [-0.8950, 1.3727, 0.6924], [-2.1380, 0.3697, 0.5221], [-3.0998, 0.7606, -0.1771], [-2.0470, -0.8430, 1.2222], [-3.0598, -1.7953, 0.8189], [-2.3661, -3.2633, 0.9675], [0.0398, -1.4537, -1.1925], [0.6031, -2.1071, -0.2366], [-1.1674, -1.9669, -1.6547], [2.2234, -3.6164, 0.9464], [3.7271, -4.2813, 1.7394], [3.8126, -2.5955, 0.9355], [2.9794, -4.4938, -1.2564], [4.1013, -5.4672, -0.1894], [2.6409, -2.7149, -2.8919], [3.2278, -1.8754, -1.3034], [4.4123, -0.0733, -2.4674], [4.5279, -0.9254, -4.0817], [2.4965, 0.1552, -4.7383], [2.5955, 1.1795, -3.2233], [0.1803, 0.3622, -4.8734], [-0.8425, -0.8090, -3.8755], [1.0054, -2.7211, -4.6054], [1.3655, -1.5785, -6.0026], [-1.2633, -2.6854, -5.0846], [-1.0931, -1.6495, -6.4133], [2.1858, 1.1867, -1.0986], [1.5405, 0.2165, 0.0511], [-1.4133, 0.6024, -2.0807], [-0.1693, 1.7182, -2.8606], [-1.0980, 2.9112, -0.9369], [0.6189, 2.5289, -0.4513], [-1.2981, 2.2396, 1.3429], [-0.0716, 0.8865, 1.3213], [-3.9862, -1.8132, 1.4893], [-3.3536, -1.7262, -0.2876], [-1.3495, -3.1599, 1.4880], [-2.9923, -3.9870, 1.5867], [-2.2157, -3.6911, -0.0906], [0.0240, 7.1338, -0.9749], [0.6765, 8.0310, -1.7166], [0.3016, 8.2858, -3.1371], [0.9085, 9.1270, -3.7783], [-0.7939, 7.4986, -3.7109], [-1.4447, 6.5984, -2.9700], [-1.0876, 6.3635, -1.5419], [-1.7153, 5.5475, -0.8919], [-2.4606, 5.8590, -3.4886], [1.7118, 8.7522, -1.2061], [0.2846, 6.9412, 0.0573], [-1.0443, 7.6804, -4.7473], [-2.7652, 5.2860, -2.7573], [2.0112, 9.3281, -1.9362], [3.9683, -1.6679, 5.0683], [4.4320, -0.8622, 6.0258], [5.8932, -0.6229, 6.2005], [6.2793, 0.1350, 7.0750], [6.8168, -1.3233, 5.3030], [6.3535, -2.1321, 4.3471], [4.8914, -2.3499, 4.1553], [4.5049, -3.0809, 3.2610], [7.1973, -2.7903, 3.5087], [3.5888, -0.2237, 6.8832], [2.9105, -1.8483, 4.9295], [7.8749, -1.1548, 5.4516], [6.6201, -3.3056, 2.9106], [4.1661, 0.2958, 7.4753], [-8.9469, -0.5819, 2.2086], [-7.6370, -0.7547, 2.0113], [-6.7300, -1.1531, 3.1262], [-5.5454, -1.3200, 2.9059], [-7.3144, -1.3243, 4.4609], [-8.6223, -1.1479, 4.6570], [-9.5335, -0.7766, 3.5371], [-10.7273, -0.6420, 3.7518], [-9.1797, -1.3006, 5.8901], [-7.0786, -0.5749, 0.7857], [-9.6164, -0.2953, 1.4088], [-6.6432, -1.5959, 5.2644], [-10.1320, -1.1210, 5.7676], [-6.1241, -0.7593, 0.9016]],
  "atomic_forces_ev_per_a": [[-0.17, -1.04, -0.09], [-1.29, -0.23, 2.03], [-0.98, 0.06, -2.32], [0.28, 0.17, -2.45], [-1.43, 0.63, 3.75], [0.93, -0.95, 0.85], [0.09, 0.73, 1.21], [0.74, -0.85, -1.42], [-0.38, 1.82, 0.22], [0.31, -1.09, -1.52], [-0.27, -0.35, 0.62], [0.94, 0.83, 0.73], [-1.18, -0.26, 1.79], [0.12, 0.30, -0.57], [-0.45, 0.62, -0.45], [-0.23, 0.24, 0.01], [-0.54, -0.11, 0.95], [-0.78, 1.12, -0.86], [2.43, -1.73, 2.21], [-1.10, 2.55, -1.98], [-0.33, -3.12, -0.35], [0.10, 0.24, -0.29], [-3.41, -4.46, 0.94], [-0.23, 2.71, -2.28], [4.43, 3.31, 0.54], [1.66, 0.25, -0.47], [-0.46, 1.09, -1.63], [-0.77, -1.60, -0.26], [1.28, 0.48, 0.77], [0.04, 1.64, -0.89], [1.19, 1.19, 0.79], [-0.14, -0.17, -1.95], [-0.69, -1.21, -1.02], [-1.15, -0.01, 1.00], [-0.11, 0.01, 1.70], [-0.19, -1.30, -0.29], [0.12, -1.18, 0.91], [1.62, 0.22, 0.13], [-0.56, 1.56, -0.75], [-1.10, -0.28, 0.86], [0.19, 0.38, -0.93], [-0.13, -0.56, 0.46], [-0.38, -0.54, -0.13], [-0.06, -0.48, -0.76], [1.71, 0.58, 0.26], [-0.09, -1.05, 1.31], [0.91, -1.50, 0.41], [-1.48, -0.88, -0.46], [0.52, -1.38, -0.93], [-1.08, 0.49, -1.13], [1.54, 0.68, -0.90], [0.64, 0.51, 1.74], [-1.43, -0.08, -0.99], [0.56, 1.01, -0.75], [0.03, 0.70, 1.79], [-0.23, -0.20, 0.03], [0.79, 0.30, 0.95], [-0.34, -0.04, -0.73], [0.11, -0.06, 0.40], [0.32, 0.33, -0.01], [-0.90, -0.46, -1.04], [0.25, -0.13, 0.76], [-0.06, 0.16, -0.40], [0.85, 0.44, 1.03], [-0.78, -0.29, -0.93], [-0.01, 0.00, -0.04], [0.00, -0.01, 0.03], [-0.01, -0.01, -0.14], [-0.01, -0.06, 0.11], [0.04, -0.17, -0.21], [-1.13, 0.25, 0.39], [0.74, -0.02, -0.08], [-0.38, -0.07, -0.02], [-0.09, 0.28, 0.35], [1.27, -0.36, -0.54], [-0.82, -0.09, -0.07], [0.75, 0.34, 0.88], [-1.23, 0.34, 0.52], [1.13, -0.25, -0.39], [0.03, 0.02, -0.03], [-0.03, 0.00, -0.02], [0.11, 0.07, -0.03], [-0.11, -0.05, -0.07], [-0.40, -0.02, 0.37], [0.11, 0.34, -1.57], [0.42, -0.19, 0.61], [-0.50, 0.15, -0.04], [0.21, -0.01, -0.17], [0.12, -0.26, 1.21], [-0.29, 0.22, -0.79], [0.23, -0.10, 0.35], [-0.11, 0.24, -1.17], [-0.04, -0.37, 1.54], [0.03, -0.02, 0.02], [-0.02, 0.00, -0.03], [0.12, -0.03, 0.03], [0.00, 0.11, -0.22]]
}